Computed, not measured: a single C3H7NO molecule at a distorted geometry, with ωB97M-V with the def2-TZVPD basis set.

Values from the calculation:
- gap between HOMO and LUMO (eV) = 10.4
- E_HOMO (eV) = -9.49
- SMILES = C/C=N/OC
- energy relative to the best compared isomer or geometry (same formula, charge and spin) (eV) = 3.548

CARTESIAN COORDINATES (ANGSTROEM)
C 1.86113 0.69189 0.20695
C -0.54430 -0.32994 -0.58091
C -1.73293 -1.03413 -1.01458
H 2.12599 -0.27307 -0.11723
H 1.67124 1.42964 -0.65522
H 2.58573 1.16285 0.93305
H 0.31708 -0.29861 -1.24622
H -2.72890 -0.51373 -0.62848
H -1.78616 -1.05926 -2.18370
H -1.77191 -2.09074 -0.59265
N -0.45132 0.02120 0.62013
O 0.65535 0.69095 1.06010

These are the natural (NBO) partial charges, in e, on atoms 1 to 2: C -0.302; C -0.020